The following is a quantum chemistry calculation of a cluster of 2 separate species, C4H11NO in total, from OMol25.

Atoms and positions in Å:
C1 0.25 -1.28 3.02
C2 0.14 -0.41 1.88
C3 -0.25 -0.84 0.66
H1 -0.53 -1.05 3.76
H2 0.22 -2.31 2.75
H3 1.23 -1.16 3.40
H4 0.35 0.60 1.91
H5 -0.62 -0.14 -0.13
H6 0.08 -1.83 0.34
N1 -0.44 1.97 -2.03
C4 0.27 0.73 -2.28
O1 -0.63 -0.45 -2.32
H7 -0.13 2.72 -2.68
H8 -0.35 2.28 -1.05
H9 0.80 0.84 -3.26
H10 1.13 0.51 -1.63
H11 -1.51 -0.18 -2.34

Results
Relative energy (zero: lowest compared OMol25 entry of this formula, charge and spin) (kcal per mole): 62.7
E_LUMO (eV): 0.92
SMILES: C=CC.NCO
Frontier orbital gap (eV): 9.781

Löwdin atomic charge list, values in e, 6 entries: C -0.127; C -0.257; C 0.000; H 0.094; H 0.067; H 0.065